[1]
8
Properties=species:S:1:pos:R:3 method="wB97M-V/def2-TZVPD" gap_ev="6.87 / 6.49" fmax_ev_per_a=4.4 total_energy_ha=-1769.500395 spin_multiplicity=3 lumo_energy_ev="0.05 / -3.03" total_charge=0 mol_weight_g_mol=168.7 e_homo_ev="-6.82 / -9.52"
H -2.6705 -0.2810 0.6083
S -0.7046 -1.7948 -0.1671
S 2.0831 -1.8437 0.5544
Cl 0.9885 3.2504 -0.0877
C 0.8895 1.6626 -0.1402
S -2.2697 -0.4708 -0.6946
C 0.8802 0.4493 -0.1080
C 0.8036 -0.9720 0.0349



[2]
58
Properties=species:S:1:pos:R:3 method="wB97M-V/def2-TZVPD" gap_ev=7.18 fmax_ev_per_a=0.3 total_energy_ha=-4325.306060 lumo_energy_ev=-6.85 total_charge=+2 mol_weight_g_mol=752.4 e_homo_ev=-14.03
C 0.6364 1.9174 -0.6439
H 3.9711 -0.9033 4.6502
N -1.4537 -2.2911 0.2498
C -2.5298 -1.5825 -0.1049
H -5.4202 2.1352 1.1430
N -6.2899 5.0215 -0.3343
O 2.8112 -0.9576 2.2063
C -5.2337 5.1665 -1.1309
C -1.8063 2.5520 -0.5011
C 1.5865 -1.9438 -2.0121
C -2.3475 -0.1085 -0.1842
H 2.2230 -2.6331 -3.9449
C 2.7875 1.1134 -0.5643
C -3.1363 2.1532 -0.3587
Br 3.7394 -5.1099 -3.5391
H -5.2285 6.0428 -1.7675
H 1.0739 -1.0815 -2.4246
H -2.8013 -5.3237 -0.1226
C 2.2557 -3.3138 -0.1384
H 6.6947 -1.0106 3.8391
H 4.7243 -2.1535 3.6804
C 4.6249 -1.0738 3.7941
C 2.8765 -3.9330 -2.3672
H 5.4082 0.4896 2.4478
H 3.4637 0.3222 -0.2769
N -3.8045 -3.5514 -0.4603
H -1.5653 3.5992 -0.6157
C -4.1797 4.2670 -1.1742
C -6.3310 3.9450 0.4466
H 3.4090 -5.0637 -0.6246
H 5.9897 0.1201 4.7912
N -1.0710 0.3041 -0.2695
H -3.3622 4.4306 -1.8647
C 3.2257 2.2719 -1.1976
C -3.3948 0.7894 -0.2189
H 2.2972 -3.5157 0.9280
H -4.5805 -1.6703 -0.7690
N 5.9023 -0.3883 3.9219
H -0.6604 -4.1815 0.5227
Bi 0.5911 -0.9507 0.8518
H 0.4203 3.8460 -1.5755
N 1.4991 0.9592 -0.2814
C -4.2323 3.1450 -0.3569
C 1.1004 3.0634 -1.2651
N 2.3906 3.2431 -1.5346
C 1.6001 -2.1916 -0.6413
C -0.8054 1.6064 -0.4536
C -5.3371 2.9775 0.4680
H 4.2730 2.4053 -1.4361
H -7.1980 3.8506 1.0889
C 3.9062 -0.5456 2.5649
C -1.5414 -3.6162 0.2446
O 4.5536 0.3933 1.9238
C -3.7047 -2.2268 -0.4599
C 2.2280 -2.8147 -2.8790
C -2.7283 -4.2438 -0.1133
H -4.4154 0.4402 -0.1524
C 2.8956 -4.1911 -1.0040



[3]
41
Properties=species:S:1:pos:R:3 method="wB97M-V/def2-TZVPD" gap_ev=5.31 fmax_ev_per_a=0.8 total_energy_ha=-2025.944961 lumo_energy_ev=-5.72 total_charge=+1 mol_weight_g_mol=571.1 e_homo_ev=-11.03
H 6.4392 1.1819 0.9588
C 4.0971 -2.7068 -1.5910
C 5.2371 -0.5582 2.5105
O 2.1584 -1.4600 -1.0079
C 1.9889 1.8850 2.7821
C -0.9925 -0.1790 1.8548
C 5.3003 -0.6293 1.1295
H 6.7373 0.0129 -0.3351
H 4.4716 -3.7129 -1.3985
N -3.5826 -2.7757 -0.8480
C 2.3316 0.6763 0.7488
H -3.6713 -3.1954 -1.7566
O 1.9049 -3.6683 -1.3289
S -1.2708 -1.7772 -1.7876
H -4.2828 -2.9735 -0.1506
N -2.3803 -1.5853 0.6920
C 4.1054 -2.7368 1.2270
C -2.4980 -2.0889 -0.5025
C 5.9726 0.4400 0.3132
O 4.7748 -1.7012 -0.8751
C 4.6133 -1.5577 3.2465
H 2.3441 2.5650 3.5443
H 3.8016 1.9489 1.6107
H 2.9231 0.3514 -0.0972
C 0.2998 0.4602 1.8935
H 4.2571 -2.4649 -2.6424
H 3.6658 -3.5997 0.7463
H 0.0600 1.5777 3.6989
H 5.6861 0.2812 3.0265
H 5.2614 0.9469 -0.3445
H -1.7686 -0.0143 2.5903
C 4.0547 -2.6480 2.6161
Cl 4.5464 -1.4273 4.9788
C 0.7204 1.3366 2.8781
Ir 0.3259 -1.2155 -0.4443
C 2.8019 1.5504 1.7060
C 2.6032 -2.6898 -1.3180
N 1.1053 0.1397 0.8500
N -1.1809 -0.9482 0.8447
H 3.5832 -3.4294 3.1956
C 4.7183 -1.7324 0.4958



[4]
128
Properties=species:S:1:pos:R:3 method="wB97M-V/def2-TZVPD" gap_ev="1.35 / 9.83" fmax_ev_per_a=5.3 total_energy_ha=-5037.334093 spin_multiplicity=2 lumo_energy_ev="2.09 / 2.08" total_charge=-1 mol_weight_g_mol=984.7 e_homo_ev="0.74 / -7.76"
C -5.7862 -3.5106 -1.1374
O -0.3263 -5.2264 0.1780
H 4.1911 4.8147 4.0529
O -2.8597 -0.6044 -4.2191
O 4.0930 5.1885 -0.3195
C 0.6539 5.2128 1.5340
H 2.1807 7.2645 -2.7824
P 3.5299 -2.8652 5.6098
O 0.5623 5.2634 -4.5071
C 0.5602 -4.7074 -3.1366
H -6.4081 4.6796 0.7808
O 2.4633 -1.7203 5.1824
H 5.1745 3.7479 2.9652
H 6.0410 5.3057 0.0208
H -5.2565 0.9718 2.9712
C 2.8732 -0.4036 5.3217
C 4.5271 4.6221 3.0341
H -0.0710 -2.9738 -0.7697
H 0.8105 1.2479 -3.9021
C -0.2107 6.3569 -4.8603
H 2.6546 2.1382 0.6064
C -5.0905 -4.6303 -1.8523
H 4.6108 -1.8813 1.0858
H 2.1667 -3.7599 3.4442
O -0.3218 -1.1109 -3.6052
H -6.4495 -3.7764 -0.3143
H -0.8781 -1.5701 -0.6337
H -3.9245 -3.9908 0.9483
H -2.2588 -1.6469 -6.7443
H -1.6479 0.4488 1.1104
H 0.9193 8.2652 -4.4614
O 1.6307 5.4468 0.5258
O 2.6559 -4.1931 5.4606
C 1.1807 6.8361 -2.8509
H 3.2253 -0.0197 4.3643
H -1.9020 0.7835 2.7846
H 2.0772 4.8491 -3.1787
H -1.1707 -9.5510 -1.4681
H -5.2922 5.5727 1.7974
H 0.8947 -4.4234 4.4764
H -2.6765 -0.4049 -2.1771
H -2.7011 -3.2848 -0.0701
H 0.8240 6.9435 -1.8266
C 5.7699 -3.8042 4.4463
H -5.8137 -5.4427 -1.9239
H -4.2670 0.5044 4.3037
H -6.5882 4.7273 2.4801
O -3.0053 4.3110 2.3203
H -0.2090 6.5060 -5.9401
C -0.2364 -5.7376 1.5547
H -0.9216 -6.5852 1.5703
P -3.7857 3.0382 2.3459
C -1.2031 -1.3760 -6.7586
H 0.0504 6.1010 1.7209
H -0.1019 2.5942 -3.0379
C -0.0877 -2.1069 -0.1091
C -4.8984 1.3157 3.9416
H -1.2195 2.0145 1.7090
C -5.8298 4.6292 1.7033
H -4.2127 -0.2190 -2.6490
P 0.0316 -6.2742 -0.9979
H 3.6369 -0.1497 6.0568
C 1.9707 -4.4009 4.3038
H 0.5060 4.7693 -2.5977
H 1.4378 -5.3422 -3.0142
H 2.3898 -5.3651 4.0162
O 1.2472 -1.5657 0.0904
H 0.8396 -3.7099 -2.7973
O -1.0576 -0.1518 -5.9582
H 1.1876 4.9072 2.4339
H 2.1715 0.3267 5.7247
O 4.2611 -2.4661 6.8626
O -1.0766 -7.4895 -0.8950
O -3.2503 1.8063 1.4847
C -1.9742 1.2326 1.7940
O -1.2003 1.2362 -3.9172
C 3.8683 -1.3112 1.6442
O 0.8757 0.3443 1.8282
O 3.3109 -0.2839 0.8777
C -3.6894 -3.7442 -0.0871
H 3.1087 -2.0473 1.9071
H -4.8555 -4.2699 -2.8538
H 6.0593 -4.2345 3.4875
H 2.3715 2.9140 -1.0046
C 1.1194 5.3598 -3.2782
C -3.8633 -4.9199 -1.0645
H 6.6660 -3.2548 4.7350
H -6.4384 -2.8536 -1.7129
H 4.3165 -0.9417 2.5665
O 4.5669 -3.0226 4.3552
P -1.3026 -0.2933 -4.3781
O 3.4010 7.1139 1.4526
H 5.5642 5.7270 -1.6652
P 3.1476 5.7434 0.9867
H 0.7707 -5.9426 1.9179
O -5.2863 3.3013 1.8010
O -4.0542 2.3576 3.8510
H -0.5607 -4.9409 2.2241
H 5.0966 5.5365 2.8680
C 1.9408 2.3229 -0.1964
H 1.1419 2.8967 0.2733
C 5.2996 5.7961 -0.6100
C -1.0374 -8.5321 -1.8315
O 3.4913 4.6074 2.0971
H -0.8709 -1.1592 -7.7738
P 1.6797 -0.1318 0.6753
H -4.0986 -5.8816 -0.6087
H -0.5796 7.9380 -3.5649
H -5.7366 1.4091 4.6321
H -3.5039 -1.8899 -2.6533
H -0.0865 -8.6168 -2.3575
C 0.0133 1.9903 -3.9380
H -0.6713 -2.2004 -6.2836
H -0.1217 4.4781 1.3177
H -1.2581 6.2874 -4.5668
O 1.3971 -6.8199 -0.8797
H -0.4892 -2.6476 0.7479
H -1.8908 -8.3707 -2.4902
H -2.9931 -5.1204 -1.6896
O -4.6725 -2.7990 -0.5768
H 5.2718 6.8608 -0.3781
H 0.0440 2.7039 -4.7614
C 0.3413 7.4975 -3.9470
H 0.1160 -4.5644 -4.1216
C -3.3561 -0.8407 -2.9094
O -0.4271 -5.3470 -2.2970
O 1.5120 0.9425 -0.5122
H 5.5222 -4.6838 5.0405



[5]
15
Properties=species:S:1:pos:R:3 method="wB97M-V/def2-TZVPD" gap_ev=9.00 fmax_ev_per_a=4.3 total_energy_ha=-375.172133 lumo_energy_ev=0.91 total_charge=0 mol_weight_g_mol=104.1 e_homo_ev=-8.09
H 0.4887 -1.3100 -0.1912
C -1.0069 -1.0166 1.1544
N -0.3502 -1.7319 0.1856
H 0.2978 1.2018 0.6921
H -0.3735 2.7060 0.0519
N -0.4975 -0.0265 1.7961
N 0.8771 0.4841 -1.9265
H -0.3560 -2.7385 0.2135
C -0.0037 1.2584 -1.3413
H -0.9559 0.2160 2.6665
H 2.1820 -0.8527 -1.7293
N 0.0124 1.7909 -0.0952
H -1.6878 -1.6857 1.7056
H -0.3729 1.9677 -2.0814
O 1.7465 -0.2630 -1.1009